[1]
Molecular formula: C29H27O3PSe2Tc
Method: DFT, the ωB97M-V functional and the def2-TZVPD basis

Values from the calculation:
HOMO (spin up / spin down) = -7.87 / -7.86 eV
F_max = 1.36 eV Å⁻¹
2S+1 = 2
<S²> = 0.776
Net charge = 0

Structure (XYZ):
```
63
Properties=species:S:1:pos:R:3:forces:R:3
Tc -0.195301 -0.245077 0.222588 0.17 -0.46 1.27
Se 0.081058 -0.145014 2.728007 0.01 -0.06 -0.06
P 0.244333 1.976870 2.348102 0.15 0.73 0.28
Se 0.474383 2.143767 0.206973 -0.07 0.11 -0.47
C -1.217723 2.868988 2.942649 -0.17 -0.11 0.00
C -1.861860 3.805646 2.143164 0.02 0.05 0.04
C -2.999115 4.450828 2.612823 0.03 0.00 0.00
C -3.491421 4.163601 3.875898 0.01 -0.01 0.00
C -2.847648 3.228545 4.678276 0.01 0.01 -0.01
C -1.718207 2.578013 4.211817 0.02 0.03 0.00
C 1.627716 2.731143 3.245234 0.12 -0.13 0.10
C 1.895478 2.321819 4.550268 -0.01 0.02 0.01
C 2.964672 2.864599 5.244516 -0.01 0.01 -0.01
C 3.778300 3.811041 4.634460 -0.01 -0.01 -0.01
C 3.515934 4.218539 3.334773 -0.02 -0.01 0.00
C 2.440916 3.682175 2.638728 -0.03 0.04 0.03
H -1.482382 4.025290 1.153955 -0.03 -0.05 -0.03
H -3.505077 5.169841 1.981826 0.01 0.00 0.01
H -4.383665 4.660568 4.235161 0.02 -0.01 0.00
H -3.234297 2.997689 5.662618 0.01 0.00 -0.01
H -1.233103 1.832821 4.831638 -0.02 -0.01 -0.02
H 1.277192 1.565732 5.021021 0.03 -0.02 -0.02
H 3.172090 2.538588 6.255828 -0.01 0.01 -0.02
H 4.622851 4.224500 5.171360 -0.02 -0.01 -0.01
H 4.156503 4.946210 2.853348 -0.02 0.01 0.01
H 2.241985 4.000842 1.623388 0.02 -0.05 -0.03
C 1.143330 -2.944978 -1.564057 0.07 -0.03 -0.02
C 1.993452 -2.282823 -0.457474 -0.17 0.02 -0.03
C 1.825850 -3.096967 0.831403 0.04 0.03 0.03
C 1.491442 -0.850989 -0.217431 -0.40 -0.25 -0.70
C 3.449145 -2.221642 -0.921812 0.03 0.07 0.07
C 3.750127 -1.644460 -2.157777 0.03 0.03 0.00
C 5.057088 -1.542367 -2.606092 -0.02 -0.02 0.03
C 6.103127 -2.011072 -1.819971 -0.01 -0.02 0.00
C 5.821678 -2.584224 -0.591098 -0.04 0.00 -0.01
C 4.506438 -2.688199 -0.147348 0.02 -0.01 -0.03
H 0.136404 -3.147710 -1.202750 0.01 0.04 -0.02
H 1.593318 -3.893365 -1.869061 -0.02 0.01 0.03
H 1.056021 -2.307160 -2.443249 0.04 -0.02 0.00
H 0.773362 -3.123085 1.114364 0.01 -0.02 -0.03
H 2.370202 -2.649325 1.665136 0.00 -0.01 -0.03
H 2.173706 -4.123885 0.691042 -0.01 0.02 0.01
H 2.212626 -0.085860 -0.508343 0.06 0.09 0.23
H 2.949887 -1.258211 -2.778580 0.02 -0.01 0.02
H 5.260253 -1.095621 -3.571885 0.00 0.00 0.03
H 7.126296 -1.929064 -2.165035 -0.02 -0.01 0.01
H 6.626231 -2.954099 0.033093 -0.02 0.01 -0.01
H 4.317519 -3.140101 0.817146 0.01 0.01 -0.02
O -1.476717 -2.152357 1.032198 0.08 0.05 -0.47
C -2.054567 -2.901506 -0.004486 -0.02 0.04 0.03
C -1.859716 -4.268741 0.038138 -0.04 -0.07 0.01
C -2.308969 -5.049195 -1.016182 -0.02 0.01 0.00
C -2.962153 -4.456101 -2.088765 0.03 0.02 0.02
C -3.175805 -3.086314 -2.094361 -0.06 -0.01 0.00
C -2.718810 -2.281744 -1.055069 0.09 -0.02 -0.08
C -2.957091 -0.788051 -1.139724 0.38 0.22 0.18
O -3.991441 -0.376655 -1.606370 -0.11 -0.02 -0.10
O -1.998142 -0.002523 -0.691194 -0.12 -0.26 -0.27
H -2.142198 -1.582038 1.443650 -0.02 -0.02 0.04
H -1.344007 -4.701007 0.886170 -0.01 0.01 -0.02
H -2.149557 -6.119728 -0.996630 0.01 0.02 -0.01
H -3.304386 -5.060739 -2.918571 -0.01 0.01 0.02
H -3.698557 -2.606360 -2.911648 -0.01 -0.01 0.02
```
Positions in Å, forces in eV/Å.

Here are the natural (NBO) charges for atoms 1 to 5, given in e: Tc 0.627; Se -0.269; P 1.020; Se -0.190; C -0.432


[2]
Molecular formula: C4H10OS
Method: DFT, the ωB97M-V functional and the def2-TZVPD basis

Values from the calculation:
HOMO = -8.14 eV
F_max = 4.89 eV Å⁻¹
SMILES = CC=O.CSC
Net charge = 0

Structure (XYZ):
```
16
Properties=species:S:1:pos:R:3:forces:R:3
C -2.120292 -0.342732 1.847908 -0.13 -2.00 0.39
S -1.242116 0.276429 3.342824 -0.04 1.26 -0.76
C 0.482323 0.236580 2.648660 0.84 0.41 -1.62
H -1.645012 -1.319964 1.645316 -0.06 0.31 -0.11
H -3.182353 -0.662517 2.064910 1.08 0.93 0.09
H -2.047497 0.199849 0.908209 0.01 0.60 0.37
H 1.395389 0.886023 2.974410 -2.26 -0.97 0.36
H 0.495831 0.411877 1.517795 -0.49 -0.31 1.47
H 0.647894 -0.814252 2.822291 1.07 -0.23 -0.23
O 0.071357 -0.020152 -1.197738 1.30 2.23 -3.43
C 0.413955 0.444525 -2.321718 -3.48 -2.48 2.38
C 1.563086 -0.003620 -3.089262 1.47 -1.76 -1.10
H -0.351397 0.978112 -3.014714 0.83 -0.11 1.43
H 2.487647 -0.302865 -2.490411 -1.56 -0.20 -0.83
H 1.172429 -0.759344 -3.940337 0.90 1.14 2.31
H 1.858755 0.792049 -3.718144 0.54 1.18 -0.71
```
Positions in Å, forces in eV/Å.

Here are the natural (NBO) charges for atoms 1 to 5, given in e: C -0.748; S 0.156; C -0.767; H 0.209; H 0.232


[3]
Molecular formula: C6H11NO
Method: DFT, the ωB97M-V functional and the def2-TZVPD basis

Values from the calculation:
HOMO = -9.45 eV
F_max = 1.02 eV Å⁻¹
SMILES = [H]/N=C\[C@H](C)C(=O)CC
Net charge = 0

Structure (XYZ):
```
19
Properties=species:S:1:pos:R:3:forces:R:3
C 0.914957 0.461661 -0.613263 0.23 0.21 0.08
C -0.080156 -1.125766 1.186709 -0.01 0.04 0.30
C 0.761776 -0.648444 -1.643315 0.08 0.14 0.14
C -1.557566 -0.740591 1.075019 0.10 -0.07 0.00
C 0.780122 0.067168 0.849796 0.06 -0.29 -0.10
C -0.098847 1.580798 -0.822089 0.16 -0.34 -0.31
N -0.224744 2.631295 -0.161220 -0.37 0.89 0.34
O 1.271978 0.765646 1.703746 0.10 0.02 0.11
H 1.905473 0.922857 -0.713739 -0.11 -0.08 0.09
H 0.418569 2.731479 0.625021 0.16 -0.30 -0.08
H -0.786518 1.433280 -1.650647 -0.13 -0.09 -0.25
H 0.141585 -1.962522 0.525369 0.03 -0.03 -0.01
H 0.138125 -1.417710 2.215296 0.08 0.01 -0.09
H 1.479045 -1.445732 -1.459632 0.01 -0.08 -0.04
H 0.951567 -0.248327 -2.637661 -0.02 -0.01 -0.08
H -0.240565 -1.069114 -1.634734 -0.10 -0.08 -0.02
H -1.810968 -0.434633 0.062723 -0.12 0.03 -0.09
H -2.182388 -1.587501 1.347727 -0.08 -0.03 -0.02
H -1.781449 0.086154 1.744895 -0.05 0.07 0.03
```
Positions in Å, forces in eV/Å.

Here are the natural (NBO) charges for atoms 1 to 5, given in e: C -0.423; C -0.512; C -0.608; C -0.596; C 0.628